Formula: C7H21NO4
Source: the Open Molecules 2025 dataset
Level of theory: the ωB97M-V functional and the def2-TZVPD basis

The geometry in XYZ format:
```
33
Properties=species:S:1:pos:R:3:forces:R:3:lowdin_charge:R:1
H 2.198332 1.950806 -1.284241 0.2 -0.5 0.2 0.00
O 2.391741 2.817525 -1.644325 1.2 -0.5 0.2 -0.04
C 1.367107 -0.662527 0.756214 -2.2 -1.4 -0.4 -0.21
H -2.613128 2.878400 -0.221654 -0.4 -1.1 0.1 0.07
H 0.537583 -1.380306 1.001908 0.4 0.8 0.0 0.10
O -1.876657 -3.085682 -0.276242 -2.3 0.8 -3.0 -0.07
H 1.522271 3.123609 -1.792325 -1.5 0.9 -0.4 0.00
N 0.889671 0.716597 0.767902 -1.4 0.5 -0.2 -0.04
C 1.789151 -0.985990 -0.651801 1.0 0.9 1.3 -0.13
C -0.260595 1.223865 0.069469 2.2 3.7 1.8 -0.14
H 0.019123 -1.761624 -1.192914 -0.2 -0.1 -0.3 0.08
H -0.983801 -2.712042 3.260425 0.0 0.2 -1.4 0.08
H 2.119011 -0.888382 1.532800 -0.1 0.7 -0.5 0.13
H -0.800654 0.609826 -0.549901 -1.1 -1.9 -1.1 0.09
H 1.487841 -2.953645 -2.936355 0.2 -0.7 -0.3 0.06
H -1.735897 -1.522219 2.757086 0.2 0.1 -0.8 0.01
C 1.320721 -1.898750 -2.992143 -3.5 0.9 -0.4 -0.08
H 2.787101 -0.611766 -0.725084 0.8 -0.1 -1.2 0.10
H -2.824420 -2.767253 -0.423094 2.1 -0.8 0.5 0.08
H -2.510907 0.737774 1.932603 1.3 -2.1 3.1 0.15
H 0.309297 3.064783 0.777459 -2.2 -0.1 -1.5 0.14
O -1.995050 0.215223 2.730537 -2.8 2.6 -3.2 -0.10
H 1.340546 1.389382 1.359937 0.1 0.0 0.1 0.11
H 0.382027 -1.716318 -3.662693 1.3 -0.7 1.2 0.10
H 2.040055 -1.390838 -3.571036 1.5 0.6 0.0 0.05
C -0.539955 2.588440 0.098567 4.8 -3.5 3.1 -0.20
H -1.869938 4.237667 -0.104235 0.9 1.1 0.0 0.07
H -1.661901 3.290964 -1.557155 0.3 0.2 -0.7 0.07
H -1.139706 0.442377 2.386548 1.5 -0.1 0.1 0.00
C -1.638906 3.263830 -0.485762 -2.7 1.1 -0.5 -0.15
O -1.170928 -2.243466 2.403869 -0.1 -0.9 2.2 -0.10
H -1.752810 -3.167009 0.638387 0.2 0.1 2.4 -0.05
C 0.984047 -1.445396 -1.579957 0.3 -0.9 -0.5 -0.16
```
Positions in Å, forces in eV/Å.

Energy above the lowest of the compared OMol25 structures with the same formula, charge and spin (eV): 1.997
Structure (SMILES): C/C=C/CN/C=C/C.O.O.O.O
Net charge: 0
E (eV): -17276.8829
Kohn-Sham gap (eV): 8.2422


Formula: C45H51As3BrCl2IN2O4ReS
Source: the Open Molecules 2025 dataset
Level of theory: the ωB97M-V functional and the def2-TZVPD basis

The geometry in XYZ format:
```
111
Properties=species:S:1:pos:R:3:forces:R:3:lowdin_charge:R:1
C -0.419658 -3.793387 2.042349 -0.1 0.1 0.0 -0.39
H -4.176765 5.443637 1.791957 0.0 0.1 0.1 0.03
C 4.656842 -3.517971 0.828637 0.0 0.0 0.0 -0.05
Re -0.065616 -0.211267 0.592311 1.7 3.0 -0.5 1.01
C -0.087797 -5.172434 -3.251287 0.0 0.0 0.0 -0.05
H 0.826108 -5.448054 1.493633 0.0 -0.1 0.1 0.12
Cl -0.410017 0.576798 5.707442 0.1 -0.2 -0.4 0.64
H -5.485790 -0.295929 4.678342 0.0 0.0 0.0 0.11
C -3.720691 0.698407 1.953981 0.1 0.0 0.2 -0.41
H -1.644827 -6.203821 -2.198531 0.0 0.0 0.0 0.12
H 0.298300 2.000384 -1.394269 0.0 -0.1 0.1 0.07
H -4.223328 -1.220248 2.788161 0.0 0.0 0.1 0.08
H -2.606771 5.793220 1.064187 0.0 -0.1 0.0 0.03
H 1.383141 -0.060798 4.303499 -0.1 0.0 -0.1 -0.05
H -4.670810 4.409640 -1.010852 0.1 0.0 0.0 0.03
H -3.331294 -2.592315 1.248808 0.0 0.1 0.0 0.01
C 0.036065 -5.109227 2.154516 0.1 0.2 -0.2 -0.11
As 0.498632 -2.680815 0.730657 0.3 -1.7 0.3 1.26
C -3.852747 2.086035 2.090867 0.0 0.4 -0.1 -0.40
H 1.249830 4.551210 2.042122 0.0 0.0 0.0 0.13
C 0.346218 -0.358453 4.428626 0.6 -0.1 1.2 -0.89
H 2.605714 -0.845982 -0.225100 0.0 0.0 0.0 -0.05
C 3.856729 -3.518232 3.090649 0.0 0.0 0.1 -0.07
H -0.201103 -5.754247 -4.155711 0.0 0.0 0.0 0.12
C -0.718103 -4.711769 -0.976543 0.0 0.2 0.2 -0.10
H 4.341962 1.487481 -2.153701 -0.1 -0.1 0.0 0.11
H 2.880320 1.473854 -6.614218 0.0 0.0 0.0 0.08
C -0.819417 0.558162 -4.227492 0.0 0.0 0.2 -0.04
C -0.765236 -0.934409 -2.358341 0.0 -0.3 0.1 -0.15
C -4.859342 3.673405 -0.230127 0.0 0.1 0.4 -0.30
H 3.661909 2.939775 -7.209159 0.0 0.0 0.0 0.09
H 1.797681 3.192101 -0.654193 -0.1 0.0 -0.1 0.08
N -0.248407 0.006268 -1.545898 -0.3 0.1 0.0 -0.11
H -3.055580 1.443963 -1.419378 0.0 0.0 0.1 0.00
C 2.323594 -3.132972 1.271805 0.0 0.2 0.1 -0.41
O 4.501189 2.668175 -0.104635 -0.2 -0.2 0.0 -0.33
H -1.044375 0.778944 -5.261600 0.0 0.0 0.0 0.13
As -2.698492 -0.177152 0.540468 -1.4 -0.1 -0.6 1.09
H 3.832364 5.613451 -3.073651 -0.1 0.0 0.0 0.12
H 2.281429 0.896392 -0.244028 0.0 0.1 -0.1 -0.05
C -3.485253 0.491506 -1.116890 0.2 0.0 -0.2 -0.27
H -0.970131 -1.896855 -1.915718 0.0 0.0 0.0 0.09
H -4.557913 0.604981 -0.968143 0.0 0.0 0.1 0.05
C -1.018409 -0.708008 -3.694195 0.0 0.1 0.0 -0.01
C -0.887250 -5.434220 -2.149048 0.0 0.0 -0.1 -0.05
H 1.761459 -3.157566 3.344618 0.1 0.0 0.1 0.10
C -5.133019 1.742106 4.114818 0.0 0.1 0.1 -0.05
H -4.650103 3.659939 3.311737 0.0 0.0 0.0 0.10
C 1.022496 -3.425815 -2.032258 0.0 0.1 0.2 -0.15
H 1.005247 4.757622 -0.416452 0.1 0.0 -0.1 0.13
C -1.420869 -3.337567 2.890233 0.1 0.2 -0.2 -0.15
H -4.610853 -1.821463 0.285455 0.0 0.1 0.0 0.06
C 3.445141 4.240542 -4.683234 0.0 0.0 0.0 -0.04
C -1.518784 -5.498333 3.940172 0.0 0.0 0.0 -0.04
O 5.476165 4.882222 -0.678040 0.1 0.3 -0.2 -0.25
H -3.327854 -0.242215 -1.908456 0.0 0.0 0.1 0.03
C 0.184794 2.781088 1.575048 -0.1 1.4 1.4 -0.64
H 3.663117 0.873015 -4.473644 0.1 0.0 0.0 0.11
H -5.264561 2.773565 -0.685046 0.1 -0.1 0.0 0.00
H -5.596771 4.079817 0.462699 -0.1 0.0 -0.1 0.03
H -1.337390 -4.922067 -0.113831 0.0 -0.1 -0.1 0.10
H 5.468187 -3.610691 0.119933 0.0 0.0 0.0 0.12
C 4.031642 3.567413 -2.467475 0.1 0.0 0.3 -0.28
C 3.371731 -3.271908 0.368635 -0.2 0.1 -0.1 -0.11
H -5.684710 2.158769 4.946486 0.0 0.0 0.0 0.12
C -4.311472 -0.145252 2.895352 0.2 -0.2 -0.2 -0.12
C 1.775027 4.086353 -0.028061 0.2 -0.4 0.4 -0.20
H 4.041335 -3.605996 4.152648 0.0 0.0 0.0 0.12
C 4.904007 -3.631918 2.188184 0.0 0.0 0.0 -0.05
I 3.137813 0.201270 2.137910 -0.1 0.1 -0.2 1.04
H -1.391400 -1.514099 -4.309434 0.0 0.0 0.0 0.13
H 0.241824 -1.419342 4.638652 -0.1 0.0 -0.2 0.04
C -0.359916 1.545856 -3.370936 0.0 0.1 -0.1 -0.63
C 0.864089 -4.162739 -3.193722 0.0 0.0 0.0 -0.06
C -3.156188 5.079670 1.677009 -0.2 -0.1 0.2 -0.31
C 2.946171 2.553249 -6.483193 0.1 0.1 0.0 -0.04
N 3.090730 4.705688 -0.130656 0.2 0.0 -0.2 -0.13
H -1.945507 -6.162411 4.678833 0.0 0.0 0.0 0.12
C -0.056324 1.230983 -2.059727 0.1 0.4 -0.1 -0.16
H 1.476982 -3.944753 -4.058337 0.0 0.0 0.0 0.12
C 4.035788 2.240981 -2.864663 -0.1 -0.1 0.1 -0.06
Cl -0.523433 -0.004568 2.902376 -1.0 0.3 0.5 0.60
H -3.141650 -2.430650 -0.493929 0.0 0.1 0.0 0.03
C 2.574826 -3.263550 2.636173 -0.2 0.1 -0.1 -0.17
C -1.974503 -4.194900 3.832931 -0.1 0.0 0.1 -0.06
C -4.547970 2.589877 3.186682 -0.1 -0.3 0.0 -0.09
C 0.255426 -3.719203 -0.903276 -0.1 0.3 -0.1 -0.38
H 1.719365 -2.594616 -2.006962 0.1 -0.1 -0.1 0.10
H 5.910568 -3.808782 2.540135 0.0 0.0 0.0 0.12
As -3.175319 3.357829 0.759367 0.3 -0.2 -0.9 1.16
H -2.669461 5.000640 2.645561 0.1 0.0 0.0 0.03
C 3.685100 1.912258 -4.165718 0.0 0.1 -0.1 -0.04
C 3.763976 4.577634 -3.380151 0.0 0.1 0.0 -0.05
H -2.760081 -3.845416 4.489603 0.0 0.0 0.0 0.12
Br -0.207769 3.342733 -3.908931 0.1 -0.2 0.0 0.87
H 3.157458 5.711479 -0.139110 0.0 0.0 0.0 0.12
S 4.412909 3.942124 -0.762324 -0.6 -0.1 0.2 0.63
C 1.429154 3.673699 1.422814 -0.2 -0.2 -0.7 -0.06
H 3.246211 5.020413 -5.407913 0.0 0.0 0.0 0.13
H -0.142923 -6.970005 3.191878 0.0 0.0 0.0 0.12
C -3.534639 -1.943481 0.400955 0.1 -0.1 0.1 -0.26
C -5.020313 0.371083 3.965960 -0.1 0.0 0.1 -0.06
H -1.764040 -2.311541 2.820800 -0.1 -0.1 0.1 0.04
C -0.508281 -5.956514 3.101918 0.0 0.0 0.0 -0.04
O -0.523185 2.915263 2.555639 0.2 -0.2 -0.4 0.01
C 3.368182 2.905990 -5.086552 0.0 -0.1 0.1 -0.29
H 3.197807 -3.196525 -0.696172 0.1 0.0 0.0 0.09
H 2.282841 3.136149 1.841229 0.0 0.0 0.0 0.08
O -0.115247 1.923584 0.621870 0.5 -2.6 -0.7 -0.32
C 2.097927 -0.032587 0.287844 -0.6 -0.2 -0.2 -0.78
H 1.976084 2.996337 -6.714309 0.0 0.0 0.0 0.08
```
Positions in Å, forces in eV/Å.

Energy above the lowest of the compared OMol25 structures with the same formula, charge and spin (eV): 1.178
Net charge: +2
E (eV): -357316.4313
Kohn-Sham gap (spin up / spin down) (eV): 6.9735 / 4.9754
Multiplicity: 4


Formula: H37O18
Source: the Open Molecules 2025 dataset
Level of theory: the ωB97M-V functional and the def2-TZVPD basis

The geometry in XYZ format:
```
55
Properties=species:S:1:pos:R:3:forces:R:3:lowdin_charge:R:1
H 0.509626 -1.937592 1.051769 -0.1 -0.8 -0.7 0.07
H -0.699549 -0.990503 2.166827 -0.2 0.9 -2.4 0.11
H 0.331982 -2.665612 -5.529361 -0.4 -0.1 0.1 0.03
H 1.846332 -5.095772 0.700269 -0.9 0.2 -0.6 0.08
O 0.506605 2.498218 0.850200 1.3 -0.6 1.8 -0.06
H 0.562054 -0.459505 3.076010 0.6 0.2 0.8 0.03
H 3.051133 -2.241004 3.325646 0.2 0.0 0.4 0.09
H -1.560974 2.011726 3.735133 -0.5 0.5 -1.3 0.02
O 1.659290 -4.809980 -0.223210 1.1 -1.4 1.1 -0.06
H 1.917263 -2.865769 4.249730 0.4 0.2 -0.4 0.10
H 2.768602 1.556829 2.106669 -0.5 0.5 -0.3 0.03
H 2.548799 -4.971105 -0.560298 -0.1 0.1 -0.9 0.06
O -0.262042 -0.136453 3.470304 0.5 -0.2 -0.2 -0.04
H 2.038649 1.482959 -0.623351 0.1 -0.6 0.1 0.02
H 0.343726 0.918644 -2.667663 -0.2 0.2 0.1 0.01
H -1.331891 -1.486246 0.735838 0.3 0.1 0.2 0.10
H -0.214191 -1.884352 -4.266302 0.1 -0.1 -0.4 0.01
O 0.134604 0.366197 -3.423685 -0.6 0.3 -0.3 -0.06
H -0.542876 5.154761 -2.715554 0.9 0.4 -0.3 0.06
O -1.735649 -4.080014 -1.845928 -0.3 0.6 -0.5 -0.07
O 2.302419 -2.514191 -1.328325 -0.3 -0.1 0.3 -0.02
H 0.200224 2.173080 5.604775 0.7 -0.1 -0.9 0.09
H -3.556382 -0.038914 -5.057429 0.9 -0.2 -1.2 0.04
H 1.594015 -2.802373 1.850536 1.1 -0.5 0.0 0.06
H 0.389992 4.048838 -3.508528 0.0 0.9 0.3 0.06
O 2.101776 1.570892 2.799206 -0.3 -0.4 1.2 -0.07
O -0.342866 2.564806 4.892233 -0.4 -0.4 2.3 -0.06
H -2.212676 2.559456 -0.685937 -0.5 -0.1 -0.5 0.00
H -2.658339 -4.169123 -2.154430 0.7 -0.2 0.6 0.05
H 1.420393 2.252988 2.642763 0.9 -0.3 -0.7 0.02
H -0.429198 2.316076 0.891890 -0.3 0.6 -0.9 0.00
H -4.176679 1.062274 -4.595151 0.4 1.4 -0.9 0.05
H 2.642069 2.813703 -0.569030 0.7 0.4 0.0 0.03
O -2.708556 0.892767 -0.007360 -1.3 -0.4 -0.4 -0.05
H -1.355312 3.467565 -1.692550 -0.1 -0.6 0.3 0.02
O -0.550232 -1.032744 1.106242 -0.8 -0.6 1.9 -0.05
O 1.154399 -2.812174 0.973623 -2.0 1.9 0.2 0.08
H -2.925572 1.512015 0.698205 0.6 -0.6 0.4 0.04
H 0.852480 2.851088 0.040134 -1.3 0.3 -0.5 0.01
H -0.589211 0.840493 -3.884034 0.6 -0.3 0.4 0.06
O 2.910907 1.891950 -0.604332 -0.4 0.1 -0.1 -0.04
H -1.813316 0.550923 0.037793 0.2 0.5 0.6 0.02
O 0.565977 -2.090547 -4.799074 0.3 0.1 0.4 -0.07
O -3.543930 0.898150 -5.338281 -1.3 -1.2 2.2 -0.08
H -1.097405 2.683474 5.507768 -0.1 0.6 -0.8 0.08
H -2.713040 2.623087 2.817830 0.3 0.0 0.3 0.06
H 1.554073 -2.900676 0.045354 1.0 -0.1 1.3 0.08
H 1.435435 -2.529197 -1.748884 0.2 0.1 -0.9 0.07
O -1.857303 2.176199 2.799874 -0.2 -0.3 0.4 -0.07
O -0.459364 4.295195 -3.124878 -0.9 -1.0 -0.1 -0.04
H -0.132036 0.816049 3.298437 -0.3 -0.4 0.1 0.02
H 2.916364 -2.014382 -1.868447 -0.1 0.3 -0.2 0.09
O -1.339091 2.818146 -0.960583 0.8 1.0 -0.7 -0.08
H -1.592026 -4.597703 -1.052777 -0.4 -0.3 0.0 0.02
O 2.140516 -2.542616 3.360325 -0.5 -0.1 0.0 0.00
```
Positions in Å, forces in eV/Å.

Energy above the lowest of the compared OMol25 structures with the same formula, charge and spin (eV): 5.291
Net charge: +1
E (eV): -37448.1408
Kohn-Sham gap (eV): 10.3897


Formula: C16H20IrN2O7P2S2
Source: the Open Molecules 2025 dataset
Level of theory: the ωB97M-V functional and the def2-TZVPD basis

The geometry in XYZ format:
```
50
Properties=species:S:1:pos:R:3:forces:R:3:lowdin_charge:R:1
H -0.089031 2.769533 1.158547 0.0 0.0 0.0 0.09
O 2.667013 0.262951 0.342513 0.0 -0.1 0.1 -0.41
H -2.267650 1.683360 0.019006 0.0 0.0 0.0 0.11
C 1.831093 -1.304300 3.729536 0.0 0.0 0.0 -0.11
N -2.486018 -0.352868 -0.261046 -0.3 0.1 0.0 -0.21
P 2.664755 -0.557849 -2.386736 -0.1 -0.2 0.0 0.16
C -1.774181 -0.895003 -2.475586 0.1 0.1 0.0 -0.57
C -1.347773 0.605679 1.633741 -0.1 0.0 0.0 -0.16
H -2.910569 0.213374 -5.480520 0.0 0.0 0.0 0.09
H -1.414348 1.406734 2.380033 0.0 0.0 0.0 0.13
C -1.906411 -0.759022 -3.856353 0.0 0.0 0.0 -0.11
H -1.235856 -1.318999 -4.496072 0.0 0.0 0.0 0.10
H -4.355215 1.581682 -3.999930 0.0 0.0 0.0 0.09
H 2.700767 -0.576433 5.546324 0.0 0.0 0.0 0.10
C -3.147415 -1.528549 0.265878 0.0 0.1 0.0 -0.08
H -1.466749 -0.341996 2.157237 0.0 0.0 -0.1 0.11
N 0.049595 0.636916 1.096433 -0.1 -0.1 -0.4 -0.24
C 1.202769 1.337122 3.193257 0.0 0.0 0.0 -0.03
C 1.178884 -0.987537 2.542918 0.0 0.0 -0.1 -0.60
H -4.179186 1.322840 -1.542540 0.0 0.0 0.0 0.11
O 4.519161 -1.458619 0.226272 0.0 0.0 0.0 -0.12
C -3.644071 0.882313 -3.577431 0.0 0.0 0.0 -0.11
H -3.398938 0.946023 1.151523 0.0 0.0 0.0 0.12
H 0.972099 2.372731 2.980945 0.0 0.0 0.0 0.11
C 2.171353 -0.313337 4.638920 0.0 0.0 0.0 -0.10
Ir 0.932390 -0.765513 -0.457329 0.3 0.3 0.4 0.90
P 4.108403 0.050676 -0.097059 0.0 0.0 -0.1 0.23
H 1.378935 2.097438 0.382705 0.0 0.0 0.0 0.08
O 5.153146 0.993722 0.296375 0.0 0.0 0.0 -0.27
O 2.291198 -1.836286 -1.620641 0.1 0.0 -0.3 -0.46
H 3.776293 -2.051048 0.023943 0.0 0.0 0.0 0.05
O 3.086718 -0.950841 -3.865986 0.0 0.0 0.0 -0.08
C -2.450435 0.783859 0.608352 0.1 0.0 0.0 -0.19
S 0.792123 -2.197466 1.327486 -0.1 0.0 0.0 0.60
H 2.106591 -2.335554 3.911907 0.0 0.0 0.0 0.10
C -2.837319 0.113252 -4.404226 0.0 0.0 0.0 -0.11
H -0.172635 2.030981 -0.456694 0.0 0.0 0.0 0.09
O 1.522060 0.421992 -2.307681 0.0 0.1 0.1 -0.35
C 0.859971 0.347343 2.292489 0.0 0.0 0.1 -0.32
H -4.231309 -1.364736 0.393568 0.0 0.0 0.0 0.09
H -2.714480 -1.811847 1.225963 0.0 0.0 0.0 0.07
H -2.983650 -2.364355 -0.411036 0.0 0.0 0.0 0.07
S -0.568663 -1.980357 -1.794657 -0.1 -0.1 0.2 0.61
C 0.309490 1.975788 0.517415 0.0 0.0 0.0 -0.08
C -2.627869 -0.150650 -1.648945 0.2 -0.1 0.0 -0.29
H 3.437372 -0.200727 -4.359159 0.0 0.0 0.0 0.09
C -3.539035 0.743405 -2.199136 0.0 0.0 0.0 -0.04
C 1.868901 1.011623 4.368473 0.0 0.0 0.0 -0.09
H 2.158763 1.794194 5.057536 0.0 0.0 0.0 0.09
O 4.008963 0.018361 -1.770534 0.0 0.1 0.1 -0.25
```
Positions in Å, forces in eV/Å.

Net charge: -1
E (eV): -77327.3648
Kohn-Sham gap (eV): 7.1042